A molecular structure, C31H47BrCeO2P2. Source: the Open Molecules 2025 dataset; level of theory: ωB97M-V/def2-TZVPD.

- electronic energy (a.u.) = -5091.6272
- frontier orbital gap (alpha / beta) (eV) = 8.21 / 8.26

ORCA input file:
```
! wB97M-V def2-TZVPD RIJCOSX def2/J DEFGRID3
* xyz 1 2
Ce 0.695 1.629 0.239
C 3.223 2.029 -0.490
C 2.602 1.851 -1.762
C 1.683 3.745 -0.781
C 2.680 3.215 0.111
C 1.632 2.878 -1.932
C 4.232 1.117 0.120
H 4.280 0.161 -0.426
H 3.949 0.870 1.158
H 5.256 1.524 0.160
C 2.985 3.721 1.472
H 3.551 2.987 2.061
H 2.059 3.899 2.051
H 3.545 4.667 1.448
C 0.849 4.962 -0.600
H 1.436 5.884 -0.732
H 0.377 5.026 0.387
H 0.018 4.983 -1.316
C 0.787 3.083 -3.141
H 1.177 3.870 -3.807
H -0.237 3.369 -2.859
H 0.728 2.158 -3.730
C 2.867 0.766 -2.755
H 3.565 1.073 -3.551
H 1.929 0.474 -3.255
H 3.284 -0.130 -2.280
C -0.509 -5.754 1.047
C 0.599 -5.949 0.330
C 0.723 -6.678 -0.980
C -0.547 -6.700 -1.866
C -1.142 -5.356 -2.158
C -2.036 -4.682 -1.421
C -2.692 -5.119 -0.147
C -1.911 -6.161 0.687
H 1.021 -7.732 -0.813
H -1.278 -7.388 -1.425
H 1.555 -6.227 -1.548
H -1.940 -7.128 0.168
H -0.421 -5.343 2.065
H 1.572 -5.692 0.774
H -2.471 -6.306 1.627
H -2.879 -4.223 0.472
H -2.444 -3.745 -1.826
H -3.690 -5.548 -0.358
H -0.253 -7.147 -2.830
H -0.853 -4.951 -3.137
P 0.725 -1.326 0.349
P -1.464 0.541 -1.387
C -0.996 -1.966 0.047
C -2.022 -0.886 -0.302
H -1.299 -2.486 0.967
H -0.926 -2.723 -0.745
H -2.897 -1.311 -0.803
H -2.376 -0.396 0.609
C -2.912 1.667 -1.419
H -2.677 2.516 -2.064
H -3.118 2.087 -0.433
H -3.781 1.118 -1.816
C -1.598 -0.131 -3.061
H -2.552 -0.659 -3.190
H -0.754 -0.801 -3.255
H -1.532 0.709 -3.763
C 0.971 -1.508 2.186
H 1.960 -1.081 2.452
H 0.939 -2.575 2.486
H 0.211 -0.915 2.731
C 1.924 -2.504 -0.324
H 1.982 -2.349 -1.413
H 1.694 -3.559 -0.101
H 2.910 -2.229 0.083
Br -2.868 5.123 0.671
C -2.269 5.140 2.474
C -2.539 6.310 3.200
C -2.062 6.473 4.507
C -1.275 5.463 5.075
C -0.979 4.301 4.354
C -1.450 4.120 3.045
C -0.849 3.022 2.192
O 0.300 2.471 2.492
O -1.414 2.693 1.076
H -3.085 7.119 2.713
H -2.265 7.405 5.040
H -0.871 5.609 6.080
H -0.343 3.538 4.797
*
```

Here are the Mulliken charges for atoms 1 to 6, given in e: atom 1 (Ce): -0.40, atom 2 (C): 0.46, atom 3 (C): 0.29, atom 4 (C): 0.78, atom 5 (C): 0.68, atom 6 (C): 0.30



A molecular structure, C31H47BrFeN2P2. Source: the Open Molecules 2025 dataset; level of theory: ωB97M-V/def2-TZVPD.

- electronic energy (a.u.) = -5838.7119
- frontier orbital gap (alpha / beta) (eV) = 6.27 / 4.40
- energy relative to the best compared isomer or geometry (same formula, charge and spin) (eV) = 0.000

ORCA input file:
```
! wB97M-V def2-TZVPD RIJCOSX def2/J DEFGRID3
* xyz 2 5
N -4.752 2.703 -3.183
C -4.696 3.009 -1.886
C -3.829 2.365 -0.991
C -2.898 1.426 -1.516
C -3.008 1.081 -2.885
C -3.933 1.777 -3.670
C -1.665 1.122 -0.776
Fe -0.312 -0.161 -0.070
P 2.859 -0.527 0.331
C -0.409 1.029 -1.569
C 0.465 2.217 -1.641
C 1.504 2.214 -2.607
C 2.549 3.130 -2.514
C 2.484 4.109 -1.501
C 1.310 4.291 -0.741
C 0.315 3.317 -0.791
Br 3.940 5.169 -1.189
H -1.692 1.744 0.126
H -0.440 0.460 -2.509
H -3.815 2.633 0.067
H -2.331 0.360 -3.341
H -5.353 3.800 -1.521
H -3.976 1.570 -4.741
H 1.526 1.431 -3.370
H -0.566 3.392 -0.142
H 3.385 3.082 -3.211
H 1.185 5.178 -0.126
P -0.818 -2.333 -0.598
C 3.764 1.075 0.449
C 5.230 1.091 -0.007
H 3.729 1.356 1.513
H 3.168 1.815 -0.113
H 5.619 2.115 0.075
H 5.847 0.457 0.643
H 5.362 0.774 -1.048
C 2.477 -0.619 -1.454
C 3.604 -1.315 -2.229
H 2.371 0.417 -1.783
H 1.509 -1.134 -1.607
H 3.276 -1.535 -3.256
H 4.501 -0.685 -2.296
H 3.891 -2.260 -1.743
C 1.838 -0.498 1.803
C 2.432 -1.278 2.985
H 0.833 -0.907 1.502
H 1.700 0.560 2.086
H 1.640 -1.679 3.624
H 3.057 -2.111 2.653
H 3.056 -0.625 3.605
C -0.263 -3.423 0.783
C -0.946 -4.789 0.904
H -0.361 -2.856 1.721
H 0.820 -3.538 0.612
H -1.973 -4.695 1.277
H -0.954 -5.352 -0.041
H -0.396 -5.384 1.643
C -0.032 -3.139 -2.057
C -0.558 -2.681 -3.413
H -0.201 -4.217 -1.915
H 1.050 -2.970 -1.972
H -1.573 -3.051 -3.601
H -0.569 -1.588 -3.524
H 0.081 -3.071 -4.214
C -2.595 -2.701 -0.885
C -3.554 -1.888 -0.034
H -2.725 -3.776 -0.690
H -2.802 -2.526 -1.951
H -4.582 -2.117 -0.349
H -3.484 -2.120 1.040
H -3.398 -0.804 -0.160
C -1.345 1.309 6.087
C -1.288 0.996 4.624
C -0.774 1.916 3.715
C -0.622 1.557 2.380
N -1.012 0.335 1.921
C -1.564 -0.545 2.791
C -1.702 -0.249 4.149
H -0.543 1.987 6.388
H -2.296 1.785 6.344
H -1.270 0.395 6.678
H -0.410 2.882 4.041
H -0.149 2.224 1.651
H -1.852 -1.520 2.380
H -2.092 -0.990 4.837
*
```

Here are the Mulliken charges for atoms 1 to 6, given in e: atom 1 (N): -0.57, atom 2 (C): -0.53, atom 3 (C): -0.63, atom 4 (C): 1.60, atom 5 (C): -0.38, atom 6 (C): -0.56



A molecular structure, C31H47Cl2IN5O3P2RbS2. Source: the Open Molecules 2025 dataset; level of theory: ωB97M-V/def2-TZVPD.

- electronic energy (a.u.) = -4430.2766
- frontier orbital gap (eV) = 4.39
- energy relative to the best compared isomer or geometry (same formula, charge and spin) (eV) = 1.183

ORCA input file:
```
! wB97M-V def2-TZVPD RIJCOSX def2/J DEFGRID3
* xyz -2 1
Rb 0.878 0.806 -0.813
Cl -0.302 3.417 0.041
C 0.433 2.695 1.473
Cl 2.187 2.817 1.371
H 0.140 1.611 1.509
H 0.093 3.241 2.347
S 0.386 2.515 -3.984
C -1.162 1.759 -4.146
C -2.321 2.541 -4.176
C -3.597 2.012 -4.356
C -4.733 2.862 -4.387
N -5.648 3.565 -4.416
C -3.738 0.618 -4.521
C -2.598 -0.181 -4.469
C -1.312 0.335 -4.261
S 0.009 -0.767 -4.163
C -5.003 0.008 -4.737
N -6.013 -0.519 -4.919
H -2.217 3.612 -4.059
H -2.703 -1.251 -4.588
C 3.390 -0.536 -4.433
C 3.836 -0.391 -3.071
N 4.198 -0.280 -1.984
H 3.167 -1.583 -4.640
H 4.148 -0.167 -5.123
H 2.446 0.017 -4.570
I 6.121 2.384 -4.778
C 4.490 3.303 -3.803
C 3.713 4.226 -4.483
C 2.684 4.829 -3.783
C 2.481 4.474 -2.456
N 3.237 3.593 -1.813
C 4.229 3.005 -2.481
H 3.892 4.453 -5.524
H 2.029 5.534 -4.272
H 1.678 4.918 -1.880
H 4.824 2.283 -1.936
C 5.447 1.036 0.860
O 4.932 -0.276 0.999
P 3.293 -0.442 0.884
O 2.865 -0.144 2.428
C 3.378 -0.910 3.506
O 3.324 -2.070 0.969
C 3.074 -2.849 -0.192
H 6.424 0.967 0.381
H 5.558 1.508 1.842
H 4.793 1.666 0.247
H 3.191 -0.346 4.420
H 4.451 -1.085 3.393
H 2.869 -1.874 3.570
H 2.973 -3.883 0.136
H 3.897 -2.772 -0.905
H 2.149 -2.546 -0.691
C -2.962 -0.672 -0.431
C -3.215 -0.736 1.084
C -4.303 -1.765 1.387
C -3.718 0.658 1.487
P -1.495 -0.932 1.951
N -0.380 -0.083 1.376
C -1.860 -0.557 3.841
C -3.119 -1.102 4.511
C -1.816 0.971 4.000
C -0.621 -1.079 4.584
C -1.105 -2.841 1.904
C -1.927 -3.800 2.766
C -1.253 -3.261 0.436
C 0.386 -2.985 2.244
H -3.799 -0.173 -0.931
H -2.847 -1.651 -0.890
H -2.059 -0.094 -0.622
H -5.250 -1.414 0.964
H -4.447 -1.914 2.459
H -4.084 -2.731 0.933
H -4.514 0.971 0.805
H -2.906 1.385 1.412
H -4.125 0.678 2.498
H -4.024 -0.637 4.116
H -3.076 -0.875 5.584
H -3.214 -2.183 4.403
H -2.759 1.454 3.750
H -1.032 1.367 3.354
H -1.576 1.234 5.038
H -0.638 -2.161 4.708
H -0.569 -0.638 5.587
H 0.279 -0.792 4.033
H -2.995 -3.725 2.560
H -1.771 -3.630 3.833
H -1.615 -4.829 2.550
H -2.297 -3.345 0.140
H -0.791 -4.242 0.279
H -0.756 -2.545 -0.223
H 0.563 -3.082 3.315
H 0.924 -2.107 1.880
H 0.804 -3.876 1.761
*
```

Here are the Mulliken charges for atoms 1 to 6, given in e: atom 1 (Rb): 0.89, atom 2 (Cl): -0.15, atom 3 (C): 2.01, atom 4 (Cl): -0.13, atom 5 (H): -1.71, atom 6 (H): 0.47



A molecular structure, C31H47ClO2P2V. Source: the Open Molecules 2025 dataset; level of theory: ωB97M-V/def2-TZVPD.

- electronic energy (a.u.) = -3446.3347
- frontier orbital gap (alpha / beta) (eV) = 3.24 / 4.15
- energy relative to the best compared isomer or geometry (same formula, charge and spin) (eV) = 1.544

ORCA input file:
```
! wB97M-V def2-TZVPD RIJCOSX def2/J DEFGRID3
* xyz 1 3
V 0.982 2.310 -1.360
C 0.872 0.218 -0.837
C 1.039 0.383 -2.240
C 2.839 1.368 -1.167
C 1.923 0.911 -0.152
C 2.298 1.033 -2.448
C -0.135 -0.659 -0.225
H -1.039 -0.774 -0.835
H -0.417 -0.327 0.781
H 0.264 -1.674 -0.063
C 1.930 1.186 1.306
H 0.901 1.145 1.698
H 2.336 2.180 1.541
H 2.507 0.429 1.855
C 4.207 1.879 -0.886
H 4.864 1.017 -0.662
H 4.214 2.548 -0.012
H 4.632 2.427 -1.738
C 3.035 1.033 -3.749
H 3.554 0.063 -3.885
H 3.792 1.833 -3.819
H 2.342 1.127 -4.596
C 0.196 -0.256 -3.297
H 0.453 -1.316 -3.480
H 0.260 0.262 -4.264
H -0.853 -0.245 -2.985
C -3.196 0.784 1.490
C -3.695 -0.312 0.914
C -4.323 -0.460 -0.428
C -4.792 0.787 -1.217
C -3.746 1.399 -2.040
C -2.516 1.782 -1.586
C -2.063 2.107 -0.170
C -3.140 2.133 0.918
H -5.240 -1.068 -0.367
H -5.288 1.517 -0.558
H -3.614 -1.038 -1.031
H -4.080 2.616 0.581
H -2.984 0.769 2.583
H -3.635 -1.240 1.474
H -2.779 2.779 1.749
H -1.278 1.392 0.124
H -1.643 1.524 -2.279
H -1.580 3.113 -0.029
H -5.562 0.463 -1.938
H -3.947 1.481 -3.123
P -2.385 4.423 -1.623
P 1.064 3.984 -3.011
C -1.484 5.172 -3.012
C -0.013 5.445 -2.725
H -2.013 6.111 -3.233
H -1.620 4.481 -3.858
H 0.382 6.252 -3.359
H 0.155 5.725 -1.670
C 2.632 4.835 -2.664
H 3.502 4.185 -2.793
H 2.604 5.182 -1.621
H 2.730 5.719 -3.306
C 0.792 3.410 -4.740
H 0.883 4.231 -5.472
H -0.208 2.957 -4.856
H 1.524 2.640 -5.016
C -2.628 5.803 -0.408
H -3.069 5.423 0.529
H -3.308 6.564 -0.823
H -1.661 6.274 -0.170
C -4.010 4.321 -2.479
H -3.815 4.039 -3.526
H -4.530 5.287 -2.444
H -4.655 3.546 -2.042
Cl -0.514 -5.626 7.032
C -0.870 -4.273 6.045
C -2.004 -3.481 6.314
C -2.273 -2.370 5.514
C -1.427 -2.054 4.441
C -0.339 -2.880 4.142
C -0.030 -3.970 4.954
C -1.649 -0.797 3.630
O -2.627 -0.078 4.016
O -0.848 -0.595 2.677
H -2.653 -3.738 7.150
H -3.133 -1.734 5.727
H 0.260 -2.645 3.267
H 0.852 -4.568 4.763
*
```

Here are the Mulliken charges for atoms 1 to 6, given in e: atom 1 (V): -0.18, atom 2 (C): 1.72, atom 3 (C): -0.36, atom 4 (C): 0.84, atom 5 (C): 0.09, atom 6 (C): 0.60



A molecular structure, C31H47NO4OsP2. Source: the Open Molecules 2025 dataset; level of theory: ωB97M-V/def2-TZVPD.

- electronic energy (a.u.) = -2337.7230
- frontier orbital gap (alpha / beta) (eV) = 8.01 / 5.36
- energy relative to the best compared isomer or geometry (same formula, charge and spin) (eV) = 0.047

ORCA input file:
```
! wB97M-V def2-TZVPD RIJCOSX def2/J DEFGRID3
* xyz 2 5
Os 0.567 0.486 0.551
C 0.948 0.659 2.692
C 2.069 1.205 1.960
C 0.184 2.484 1.470
C -0.214 1.463 2.394
C 1.569 2.296 1.162
C 0.966 -0.534 3.582
H 1.884 -1.111 3.441
H 0.101 -1.188 3.384
H 0.899 -0.230 4.633
C -1.602 1.266 2.917
H -2.086 0.457 2.351
H -2.179 2.185 2.791
H -1.609 0.996 3.979
C -0.672 3.588 0.930
H -0.386 4.549 1.372
H -1.721 3.410 1.166
H -0.594 3.710 -0.156
C 2.311 3.184 0.211
H 2.591 4.145 0.666
H 1.659 3.393 -0.645
H 3.210 2.690 -0.162
C 3.490 0.736 2.019
H 3.931 0.920 3.005
H 4.092 1.254 1.270
H 3.556 -0.340 1.829
C -0.690 -1.227 0.181
C 0.590 -1.758 0.515
C 1.509 -2.326 -0.522
C 2.256 -1.279 -1.362
C 1.869 0.162 -1.135
C 0.609 0.721 -1.537
C -0.511 -0.099 -2.121
C -1.207 -1.142 -1.241
H 0.943 -3.019 -1.158
H 2.174 -1.535 -2.431
H 2.260 -2.938 -0.012
H -1.197 -2.129 -1.723
H -1.457 -1.310 0.956
H 0.675 -2.208 1.507
H -2.272 -0.881 -1.200
H -1.281 0.604 -2.476
H 0.649 1.777 -1.822
H -0.100 -0.632 -3.012
H 3.327 -1.359 -1.120
H 2.704 0.869 -1.108
P -0.423 -1.425 -4.953
P -0.395 1.572 -4.792
C -0.398 -0.576 -6.617
C -0.890 0.874 -6.483
H -1.015 -1.163 -7.319
H 0.639 -0.586 -6.980
H -0.478 1.533 -7.267
H -1.989 0.901 -6.556
C -1.126 3.247 -4.949
H -0.593 3.918 -4.262
H -2.178 3.208 -4.635
H -1.055 3.625 -5.980
C 1.344 2.009 -5.201
H 1.456 2.284 -6.260
H 1.994 1.159 -4.961
H 1.617 2.858 -4.560
C -2.198 -1.861 -4.860
H -2.407 -2.371 -3.910
H -2.428 -2.531 -5.700
H -2.813 -0.953 -4.925
C 0.332 -3.054 -5.214
H 1.268 -2.948 -5.774
H -0.361 -3.714 -5.748
H 0.569 -3.501 -4.239
O -3.340 -3.446 4.108
C -2.327 -2.723 4.029
O -1.631 -2.341 3.055
C -1.894 -2.197 5.398
C -2.643 -1.170 5.998
C -2.176 -0.542 7.149
C -0.950 -0.953 7.709
C -0.269 -2.076 7.198
C -0.742 -2.681 6.038
N -0.325 -0.155 8.710
O -0.893 0.885 9.113
O 0.791 -0.529 9.142
H -3.594 -0.851 5.563
H -2.727 0.265 7.625
H 0.628 -2.431 7.700
H -0.196 -3.525 5.613
*
```

Here are the Mulliken charges for atoms 1 to 6, given in e: atom 1 (Os): 0.30, atom 2 (C): 0.44, atom 3 (C): 0.55, atom 4 (C): 0.20, atom 5 (C): 0.10, atom 6 (C): 0.11



What did the fourth record say?
A molecular structure, C31H47ClO2P2V. Source: the Open Molecules 2025 dataset; level of theory: ωB97M-V/def2-TZVPD.

- electronic energy (a.u.) = -3446.3347
- frontier orbital gap (alpha / beta) (eV) = 3.24 / 4.15
- energy relative to the best compared isomer or geometry (same formula, charge and spin) (eV) = 1.544

ORCA input file:
```
! wB97M-V def2-TZVPD RIJCOSX def2/J DEFGRID3
* xyz 1 3
V 0.982 2.310 -1.360
C 0.872 0.218 -0.837
C 1.039 0.383 -2.240
C 2.839 1.368 -1.167
C 1.923 0.911 -0.152
C 2.298 1.033 -2.448
C -0.135 -0.659 -0.225
H -1.039 -0.774 -0.835
H -0.417 -0.327 0.781
H 0.264 -1.674 -0.063
C 1.930 1.186 1.306
H 0.901 1.145 1.698
H 2.336 2.180 1.541
H 2.507 0.429 1.855
C 4.207 1.879 -0.886
H 4.864 1.017 -0.662
H 4.214 2.548 -0.012
H 4.632 2.427 -1.738
C 3.035 1.033 -3.749
H 3.554 0.063 -3.885
H 3.792 1.833 -3.819
H 2.342 1.127 -4.596
C 0.196 -0.256 -3.297
H 0.453 -1.316 -3.480
H 0.260 0.262 -4.264
H -0.853 -0.245 -2.985
C -3.196 0.784 1.490
C -3.695 -0.312 0.914
C -4.323 -0.460 -0.428
C -4.792 0.787 -1.217
C -3.746 1.399 -2.040
C -2.516 1.782 -1.586
C -2.063 2.107 -0.170
C -3.140 2.133 0.918
H -5.240 -1.068 -0.367
H -5.288 1.517 -0.558
H -3.614 -1.038 -1.031
H -4.080 2.616 0.581
H -2.984 0.769 2.583
H -3.635 -1.240 1.474
H -2.779 2.779 1.749
H -1.278 1.392 0.124
H -1.643 1.524 -2.279
H -1.580 3.113 -0.029
H -5.562 0.463 -1.938
H -3.947 1.481 -3.123
P -2.385 4.423 -1.623
P 1.064 3.984 -3.011
C -1.484 5.172 -3.012
C -0.013 5.445 -2.725
H -2.013 6.111 -3.233
H -1.620 4.481 -3.858
H 0.382 6.252 -3.359
H 0.155 5.725 -1.670
C 2.632 4.835 -2.664
H 3.502 4.185 -2.793
H 2.604 5.182 -1.621
H 2.730 5.719 -3.306
C 0.792 3.410 -4.740
H 0.883 4.231 -5.472
H -0.208 2.957 -4.856
H 1.524 2.640 -5.016
C -2.628 5.803 -0.408
H -3.069 5.423 0.529
H -3.308 6.564 -0.823
H -1.661 6.274 -0.170
C -4.010 4.321 -2.479
H -3.815 4.039 -3.526
H -4.530 5.287 -2.444
H -4.655 3.546 -2.042
Cl -0.514 -5.626 7.032
C -0.870 -4.273 6.045
C -2.004 -3.481 6.314
C -2.273 -2.370 5.514
C -1.427 -2.054 4.441
C -0.339 -2.880 4.142
C -0.030 -3.970 4.954
C -1.649 -0.797 3.630
O -2.627 -0.078 4.016
O -0.848 -0.595 2.677
H -2.653 -3.738 7.150
H -3.133 -1.734 5.727
H 0.260 -2.645 3.267
H 0.852 -4.568 4.763
*
```

Here are the Mulliken charges for atoms 1 to 6, given in e: atom 1 (V): -0.18, atom 2 (C): 1.72, atom 3 (C): -0.36, atom 4 (C): 0.84, atom 5 (C): 0.09, atom 6 (C): 0.60



Question: Which value of electronic energy does entry 3 give?
Answer: -4430.2766 a.u.



Question: Among the records above, which one has the highest electronic energy?
Answer: C31H47NO4OsP2



Question: Which value of electronic energy does entry 2 give?
Answer: -5838.7119 a.u.